(1)
The following is a DFT calculation (ωB97M-V/def2-TZVPD) of a molecular structure, C25H33ClCoN4O2 in a non-equilibrium geometry.

XYZ file:
```
66
Properties=species:S:1:pos:R:3
Co 0.14 -0.03 -0.08
C -2.92 3.08 2.95
C -1.98 3.46 1.80
C -2.72 4.28 0.73
C -0.76 4.23 2.32
C -1.49 2.22 1.17
N -1.09 1.26 0.69
H -3.27 4.00 3.43
H -2.41 2.48 3.70
H -3.79 2.53 2.58
H -3.09 5.20 1.18
H -3.57 3.72 0.33
H -2.05 4.54 -0.10
H -1.11 5.15 2.80
H -0.08 4.50 1.51
H -0.20 3.65 3.06
Cl 3.47 -2.64 2.28
C 3.68 -1.37 1.03
C 2.32 -0.83 0.64
O 1.82 -1.18 -0.47
O 1.70 -0.07 1.42
H 4.16 -1.82 0.18
H 4.29 -0.59 1.46
C -3.22 -3.30 -2.34
C -2.29 -2.33 -3.02
C -2.09 -2.39 -4.40
C -1.22 -1.48 -4.99
C -0.98 -1.51 -6.48
C -0.55 -0.53 -4.22
C -0.72 -0.44 -2.82
C -1.63 -1.37 -2.27
N -0.10 0.44 -1.97
C 0.82 1.50 -2.46
C 2.07 0.93 -3.17
C 1.35 2.29 -1.26
C 0.10 2.53 -3.34
H -3.86 -3.82 -3.06
H -3.87 -2.80 -1.61
H -2.66 -4.07 -1.79
H -2.60 -3.13 -5.00
H -1.57 -2.30 -6.96
H 0.07 -1.70 -6.71
H -1.25 -0.56 -6.94
H 0.12 0.14 -4.74
H -1.84 -1.31 -1.21
H 2.53 0.17 -2.53
H 2.80 1.73 -3.35
H 1.85 0.47 -4.13
H 1.84 1.66 -0.51
H 0.54 2.85 -0.78
H 2.09 3.01 -1.60
H -0.28 2.11 -4.27
H 0.77 3.35 -3.60
H -0.75 2.93 -2.79
N -3.60 -6.21 1.89
C -3.01 -5.25 1.67
C -2.26 -4.04 1.39
C -2.87 -2.80 1.52
C -2.12 -1.68 1.23
N -0.85 -1.73 0.83
C -0.27 -2.92 0.73
C -0.94 -4.11 1.00
H -3.90 -2.72 1.83
H -2.57 -0.69 1.30
H 0.76 -2.93 0.38
H -0.43 -5.06 0.89
```

Computed properties:
Spin multiplicity   2
Molecular weight   515.95 g mol⁻¹
Expectation value of S²   1.158
Orbital gap (spin up / spin down)   5.7718 / 5.7792 eV


(2)
The following is a DFT calculation (ωB97M-V/def2-TZVPD) of a molecular structure, C25H33ErN3OSSe2 in a non-equilibrium geometry.

XYZ file:
```
66
Properties=species:S:1:pos:R:3
Er 7.95 9.44 9.48
C 7.35 11.31 6.09
C 7.87 11.59 7.48
C 6.94 11.89 8.49
C 7.29 12.16 9.79
C 6.28 12.54 10.90
C 8.65 12.11 10.06
C 9.61 11.85 9.14
C 11.02 12.20 9.47
C 9.23 11.59 7.79
H 6.32 10.86 6.04
H 8.00 10.54 5.64
H 7.38 12.17 5.40
H 5.90 11.80 8.23
H 6.41 13.61 11.09
H 6.61 12.10 11.82
H 5.26 12.30 10.62
H 8.99 12.21 11.07
H 11.13 13.27 9.62
H 11.66 11.95 8.64
H 11.37 11.70 10.37
H 9.98 11.47 7.05
C 11.17 8.58 7.95
N 10.36 8.73 9.18
C 10.90 8.50 10.34
C 10.17 8.55 11.55
C 10.62 8.09 12.82
C 9.54 8.23 13.65
C 8.52 8.83 12.89
N 8.87 8.97 11.60
C 12.65 8.30 8.25
C 13.54 9.32 8.61
C 14.85 9.04 8.93
C 15.31 7.72 8.97
C 14.44 6.73 8.57
C 13.11 7.04 8.23
H 11.00 9.44 7.27
H 10.78 7.72 7.38
H 11.97 8.18 10.37
H 11.59 7.71 13.09
H 9.65 8.05 14.73
H 7.61 9.28 13.25
H 13.22 10.36 8.67
H 15.59 9.82 9.07
H 16.37 7.46 9.26
H 14.72 5.67 8.52
H 12.45 6.24 7.91
C 6.28 7.90 6.01
Se 8.05 8.04 6.86
C 8.28 6.14 7.42
C 7.13 5.65 8.29
Se 7.11 6.53 10.03
C 8.87 5.85 10.65
H 6.16 6.98 5.49
H 6.20 8.72 5.29
H 5.53 8.13 6.78
H 9.19 6.17 7.92
H 8.31 5.49 6.55
H 7.22 4.55 8.49
H 6.15 5.93 7.89
H 8.94 6.27 11.65
H 9.67 6.18 10.01
H 8.82 4.72 10.65
O 6.24 9.60 11.19
S 5.09 9.23 10.24
N 5.52 9.19 8.84
```

Computed properties:
Spin multiplicity   4
Molecular weight   748.81 g mol⁻¹
Total charge   +1
Expectation value of S²   3.752
Orbital gap (spin up / spin down)   7.4745 / 7.4869 eV


The calculation returns the following ΔE to the lowest compared entry with this formula, charge and spin values, one per record and in order: 0.096, 0.000 eV.